C17H20Cl4HfO3 | ωB97M-V with the def2-TZVPD basis set

Molar mass, g/mol: 592.6
Charge: -2
E_tot, eV: -75499.3523
ΔE to the lowest compared entry with this formula, charge and spin, kcal per mole: 19.3
Frontier orbital gap, eV: 3.499
LUMO, eV: 3.61
HOMO level, eV: 0.11

Each line ends with the Mulliken charge.
Geometry (Å):
Hf (-0.665, -0.002, 0.151)  1.278
Cl (-2.200, -3.054, -1.298)  -0.722
Cl (1.020, -1.732, 0.076)  -0.543
Cl (-2.998, 0.543, 0.046)  -0.555
Cl (0.238, 0.789, 8.656)  -0.246
O (-1.161, -2.130, 2.802)  -0.573
O (-0.737, 0.064, 2.127)  -0.273
O (0.275, 1.680, 0.082)  -0.573
C (0.324, 0.581, 4.647)  -0.312
C (-0.428, -0.568, 4.406)  0.074
C (0.831, 1.211, -2.620)  0.491
C (-0.566, 0.927, -2.601)  -0.101
C (0.865, -2.390, -3.540)  -1.748
C (-1.996, -1.076, -3.261)  -1.149
C (-1.634, 1.935, -2.653)  -1.628
C (-0.849, -0.942, 3.023)  0.416
C (-0.868, -1.364, 5.475)  -0.319
C (-0.736, -0.472, -2.881)  0.926
C (2.988, -0.132, -2.770)  -1.953
C (1.532, -0.002, -2.797)  1.008
C (1.447, 2.534, -2.526)  -1.799
C (0.574, -1.042, -3.015)  0.766
C (0.003, 0.262, 7.035)  0.387
C (0.534, 1.012, 5.959)  -0.558
C (-0.659, -0.945, 6.784)  -0.452
H (0.322, 2.438, 0.690)  0.208
H (3.412, 0.739, -2.280)  0.407
H (0.773, 1.103, 3.782)  0.377
H (-2.830, -0.419, -3.045)  0.393
H (0.903, -2.412, -4.652)  0.247
H (-1.840, 2.314, -3.672)  0.243
H (-2.032, -1.453, -4.298)  0.235
H (1.836, -2.757, -3.172)  0.346
H (3.467, -0.188, -3.750)  0.222
H (0.082, -3.097, -3.220)  0.349
H (-1.341, -2.316, 5.203)  0.430
H (-2.143, -2.009, -2.632)  -0.004
H (-1.327, 2.802, -2.062)  0.329
H (3.266, -1.020, -2.207)  0.341
H (1.699, 2.981, -3.494)  0.261
H (-1.046, -1.548, 7.614)  0.346
H (1.070, 1.929, 6.172)  0.386
H (0.773, 3.238, -2.045)  0.369
H (2.385, 2.477, -1.973)  0.366
H (-2.565, 1.510, -2.266)  0.309


C10H18NO | ωB97M-V with the def2-TZVPD basis set

Molar mass, g/mol: 168.3
Charge: +1
E_tot, eV: -14190.9574
ΔE to the lowest compared entry with this formula, charge and spin, kcal per mole: 47.8
Frontier orbital gap, eV: 8.283
LUMO, eV: -3.50
HOMO level, eV: -11.79

Each line ends with the Mulliken charge.
Geometry (Å):
O (-0.167, 3.409, -1.504)  -0.536
N (-2.683, 0.741, 1.485)  -0.222
C (2.935, -1.479, -1.213)  -1.294
C (1.027, -0.358, -0.364)  0.097
C (-1.329, -1.375, 1.777)  -0.697
C (0.907, 2.044, 0.062)  -0.674
C (-0.245, 1.132, -1.876)  -0.314
C (1.389, 0.749, 0.380)  0.229
C (-2.112, -0.504, 0.776)  0.300
C (0.181, 2.190, -1.074)  0.303
C (0.090, -0.127, -1.466)  -0.644
C (1.720, -1.724, -0.288)  -0.760
H (-3.562, 0.998, 1.171)  0.346
H (3.110, -0.525, -1.523)  0.462
H (1.902, -2.072, 0.763)  0.423
H (1.167, -2.533, -0.699)  0.438
H (-1.422, -0.310, -0.047)  -0.358
H (-0.220, -1.267, 1.514)  0.057
H (-2.740, 0.513, 2.485)  0.360
H (-0.883, 1.294, -2.762)  0.426
H (-1.444, -2.465, 1.526)  0.263
H (-1.678, -1.124, 2.842)  0.304
H (-2.997, -1.082, 0.441)  0.344
H (3.888, -1.693, -0.612)  0.299
H (-0.811, 3.939, -1.083)  0.309
H (2.881, -2.160, -2.016)  0.325
H (1.116, 2.775, 0.844)  0.441
H (-0.153, -1.007, -2.213)  0.245
H (-2.058, 1.492, 1.422)  0.285
H (2.189, 0.531, 1.253)  0.244


C33H74BrNO14PS | ωB97M-V with the def2-TZVPD basis set

Molar mass, g/mol: 851.9
Charge: -1
E_tot, eV: -155732.7417
Frontier orbital gap, eV: 6.463
LUMO, eV: 2.17
HOMO level, eV: -4.29

Each line ends with the Mulliken charge.
Geometry (Å):
Br (-4.512, 0.561, -2.311)  -0.240
S (5.907, -2.307, 1.943)  1.108
P (1.787, -1.393, -0.151)  1.664
O (-1.577, -3.268, 3.632)  -0.593
O (4.297, -0.253, 8.164)  -0.373
O (-6.670, 5.250, 1.211)  -0.381
O (0.991, -1.318, 1.413)  -0.412
O (3.294, -2.408, 6.429)  -0.339
O (-2.328, 5.501, -7.277)  -0.387
O (-4.875, 3.147, 0.211)  -0.110
O (-0.095, -4.231, -2.770)  -0.260
O (-3.145, 3.434, -5.350)  -0.068
O (-1.213, -6.222, -4.630)  -0.378
O (6.729, -1.313, 1.006)  -0.481
O (0.629, -0.188, -0.725)  -0.388
O (4.908, -1.551, 2.615)  -0.408
O (6.868, -2.949, 2.804)  -0.748
N (0.106, 3.558, 0.734)  -0.768
C (-0.423, -5.561, -2.422)  -0.516
C (-0.502, -0.095, 0.101)  2.390
C (-5.447, 3.166, 1.505)  -0.589
C (-6.978, 5.550, -0.138)  -0.663
C (3.977, -1.565, 8.599)  -0.492
C (3.884, -1.734, 5.315)  -0.507
C (-0.658, -5.467, -5.689)  -0.700
C (5.242, -3.590, 0.924)  -0.830
C (-3.878, 4.139, 0.022)  -0.727
C (4.179, -3.146, -0.095)  -0.641
C (-2.753, 1.349, -2.616)  -0.551
C (-0.379, -1.278, 1.129)  -1.394
C (-1.233, -3.427, -3.012)  -0.962
C (-1.073, -1.156, 2.475)  -1.332
C (-6.788, 3.868, 1.516)  -0.569
C (-4.480, 3.889, -5.487)  -0.855
C (-2.312, 6.428, -6.205)  -0.671
C (-0.350, 2.501, 0.189)  -0.828
C (3.162, 0.920, -0.999)  -1.832
C (4.179, 1.667, 1.725)  -1.734
C (4.186, -2.595, 7.509)  -0.530
C (-0.279, -6.504, -3.596)  -0.565
C (-0.544, 1.203, 0.938)  -1.519
C (2.827, -2.860, 0.582)  -1.272
C (-1.775, -0.141, -0.761)  -0.940
C (3.120, -0.059, 0.191)  0.898
C (-0.672, -2.340, 3.362)  0.719
C (2.917, 0.802, 1.447)  0.584
C (-0.470, -3.754, 2.598)  -0.980
C (-1.598, 4.315, -7.002)  -0.593
C (3.163, 0.504, 7.785)  -0.689
C (-2.502, 3.175, -6.586)  -0.533
C (-1.603, 0.460, -2.163)  -0.303
H (4.123, -0.480, 0.251)  -0.314
H (-4.572, 4.649, -6.266)  0.433
H (-2.704, 2.349, -2.199)  0.062
H (3.984, -3.588, 7.926)  0.381
H (-8.063, 5.548, -0.292)  0.326
H (0.516, -3.841, 3.156)  0.147
H (-3.103, 7.155, -6.384)  0.242
H (-0.812, -2.142, 0.620)  0.315
H (-1.493, -0.342, -2.890)  -0.151
H (-1.083, 4.035, -7.927)  0.373
H (5.224, -2.578, 7.160)  0.315
H (-1.890, 2.278, -6.449)  0.355
H (0.744, -6.470, -3.985)  0.323
H (-2.490, 5.941, -5.244)  0.253
H (-7.212, 3.798, 2.523)  0.381
H (-4.782, 4.322, -4.534)  0.147
H (4.167, 2.572, 1.120)  0.441
H (-0.841, 4.498, -6.235)  0.334
H (-0.043, -6.106, -6.335)  0.335
H (-0.051, -4.637, -5.321)  0.274
H (2.926, 0.426, -1.941)  0.491
H (2.948, -1.608, 8.970)  0.310
H (4.518, -2.417, 4.756)  0.392
H (-7.479, 3.378, 0.824)  0.305
H (4.530, -2.320, -0.709)  0.374
H (-0.703, 1.066, -2.235)  0.375
H (7.590, -1.733, 0.890)  0.381
H (-3.239, 2.964, -7.368)  0.372
H (5.079, 1.105, 1.488)  0.237
H (-4.764, 3.630, 2.223)  0.370
H (2.478, -0.076, 7.164)  0.271
H (0.281, -5.869, -1.641)  0.330
H (-1.433, -5.616, -2.003)  0.363
H (2.924, -2.690, 1.653)  0.353
H (-0.906, -2.527, -3.531)  0.258
H (-1.482, -5.065, -6.278)  0.248
H (6.101, -3.991, 0.382)  0.448
H (-6.595, 6.547, -0.351)  0.250
H (4.473, -0.872, 5.633)  0.353
H (2.761, 0.209, 2.343)  -0.175
H (3.514, 1.361, 7.212)  0.260
H (-1.352, 6.954, -6.170)  0.323
H (-0.709, -4.798, 2.802)  0.489
H (-5.143, 3.048, -5.715)  0.313
H (4.179, 1.965, 2.772)  0.445
H (2.449, 1.732, -0.863)  0.229
H (-6.514, 4.840, -0.827)  0.243
H (3.080, -1.392, 4.666)  -0.045
H (4.034, -4.019, -0.730)  0.422
H (0.209, 1.194, 1.723)  0.680
H (0.910, -2.414, -0.677)  -0.781
H (2.483, -1.566, -1.434)  0.065
H (-1.694, -3.135, -2.063)  0.300
H (2.631, 0.867, 8.673)  0.319
H (4.859, -4.354, 1.591)  0.350
H (-1.972, -3.943, -3.632)  0.496
H (-5.597, 2.124, 1.805)  0.382
H (-0.636, 2.603, -0.854)  0.557
H (-0.480, -7.526, -3.257)  0.388
H (-1.504, 1.280, 1.451)  0.686
H (0.039, -2.134, 4.158)  0.434
H (-0.685, -0.316, 3.050)  0.316
H (2.119, 1.514, 1.258)  -0.192
H (-4.190, 5.109, 0.416)  0.510
H (4.647, -1.796, 9.435)  0.376
H (0.330, 3.371, 1.713)  0.316
H (-2.553, 0.427, -0.248)  0.433
H (-2.693, 1.443, -3.694)  0.426
H (-2.160, -1.196, 2.437)  0.363
H (4.154, 1.366, -1.103)  0.400
H (-3.707, 4.233, -1.050)  0.103
H (2.203, -3.748, 0.464)  0.567
H (-2.178, -1.148, -0.863)  0.628
H (-2.940, 3.840, 0.501)  0.212


C14H14F3NO3 | ωB97M-V with the def2-TZVPD basis set

Molar mass, g/mol: 301.3
E_tot, eV: -30519.2719
ΔE to the lowest compared entry with this formula, charge and spin, kcal per mole: 274.1
Frontier orbital gap, eV: 7.529
LUMO, eV: -0.01
HOMO level, eV: -7.54

Each line ends with the Mulliken charge.
Geometry (Å):
F (-2.728, 0.511, -2.366)  -0.294
F (-1.372, 2.134, -2.106)  -0.320
F (-2.630, 1.816, -0.591)  -0.161
O (0.528, 0.103, -2.297)  -0.502
O (-2.012, -0.697, -0.289)  -0.773
O (-0.625, -1.610, -2.331)  -0.343
N (1.402, 1.929, 1.224)  0.249
C (0.914, 0.063, 4.235)  -0.590
C (1.154, 1.184, 2.180)  -0.212
C (-0.946, -3.738, -3.593)  -1.091
C (2.237, 3.098, 1.417)  -1.304
C (-0.069, 0.723, 0.246)  0.220
C (-0.091, -2.527, -3.376)  -0.438
C (-0.976, 0.075, -0.793)  1.509
C (-0.309, -0.489, -1.849)  -0.043
C (-2.048, 1.210, -1.362)  0.565
C (0.637, 1.813, -0.063)  -0.305
C (1.513, 1.321, 3.295)  -0.241
C (-0.056, 0.464, 1.530)  0.058
C (0.119, -0.728, 3.665)  -0.385
C (-0.550, -0.637, 2.519)  -0.550
H (1.179, 0.024, 5.323)  0.319
H (-1.839, -3.295, -3.947)  0.328
H (0.779, 2.279, -0.992)  0.503
H (-0.375, -4.319, -4.379)  0.333
H (-2.435, -0.610, 0.488)  0.367
H (2.664, 3.522, 0.221)  0.242
H (1.876, 3.841, 2.121)  0.360
H (3.268, 2.648, 1.568)  0.473
H (-1.229, -1.355, 2.093)  0.408
H (-0.325, -1.667, 4.280)  0.130
H (0.057, -1.952, -4.221)  0.380
H (2.286, 1.874, 3.798)  0.468
H (0.962, -2.734, -2.951)  0.304
H (-0.958, -4.275, -2.698)  0.335


C14H42O7 | ωB97M-V with the def2-TZVPD basis set

Molar mass, g/mol: 322.5
E_tot, eV: -29526.9332
Structure (SMILES): CCO.CCO.CCO.CCO.CCO.CCO.CCO
ΔE to the lowest compared entry with this formula, charge and spin, kcal per mole: 104.7
Frontier orbital gap, eV: 10.325
LUMO, eV: 0.51
HOMO level, eV: -9.82

Each line ends with the Mulliken charge.
Geometry (Å):
O (-1.876, -5.121, -3.003)  -0.486
O (-0.703, 4.758, 2.983)  -0.512
O (2.205, -3.456, 8.186)  -0.513
O (-1.706, -0.710, -0.839)  -0.481
O (-1.367, -3.014, -6.653)  -0.538
O (5.577, 2.205, 0.447)  -0.513
O (0.873, 5.981, -3.153)  -0.530
C (2.661, -2.395, 7.315)  -0.195
C (-2.398, -7.389, -3.586)  -0.972
C (-2.625, -1.029, -6.545)  -1.113
C (5.824, 0.976, 0.907)  -0.242
C (-0.182, 5.905, -2.208)  -0.111
C (-0.780, -0.244, 1.368)  -0.812
C (-2.754, 5.381, 4.226)  -0.970
C (-2.774, -6.141, -2.769)  -0.294
C (-0.780, 4.473, -2.378)  -1.015
C (-2.741, -2.549, -6.736)  -0.070
C (2.973, -3.192, 6.004)  -0.964
C (-1.890, 5.513, 2.911)  -0.194
C (-2.054, -0.356, 0.507)  -0.305
C (6.755, 1.020, 2.133)  -0.989
H (6.269, 0.413, 0.086)  0.263
H (-1.162, 0.048, 2.347)  0.306
H (-0.131, -1.116, 1.294)  0.277
H (6.231, 1.702, 2.802)  0.271
H (-0.999, 6.580, -2.462)  0.234
H (-1.242, -3.960, -6.763)  0.274
H (3.559, -1.920, 7.708)  0.202
H (-3.074, 4.358, 4.424)  0.269
H (-0.286, 3.636, -1.885)  0.271
H (1.902, -1.617, 7.233)  0.281
H (0.201, 6.139, -1.215)  0.248
H (-0.001, 5.197, 3.469)  0.294
H (-2.807, -0.977, 0.994)  0.294
H (-2.526, -7.273, -4.662)  0.293
H (-3.033, -6.438, -1.753)  0.344
H (-0.189, 0.640, 1.127)  0.217
H (4.915, 0.389, 1.037)  0.283
H (-3.627, -0.602, -6.509)  0.363
H (-1.736, 6.538, 2.575)  0.282
H (-2.264, -0.580, -7.471)  0.287
H (2.121, -3.343, 5.341)  0.280
H (-1.344, -7.613, -3.423)  0.275
H (-1.740, -1.664, -0.942)  0.283
H (-0.663, 4.198, -3.426)  0.320
H (6.802, 0.173, 2.817)  0.358
H (-2.209, 5.639, 5.134)  0.274
H (-3.067, -8.202, -3.301)  0.327
H (-3.725, 5.834, 4.425)  0.362
H (-3.731, -5.787, -3.153)  0.245
H (1.286, -3.245, 8.367)  0.300
H (-3.186, -2.838, -7.689)  0.269
H (1.286, 6.829, -3.329)  0.280
H (-1.845, -4.877, -3.931)  0.267
H (7.791, 1.224, 1.862)  0.255
H (-2.520, 0.627, 0.454)  0.220
H (5.099, 2.165, -0.385)  0.314
H (-1.814, 4.461, -2.033)  0.305
H (-3.475, -2.900, -6.011)  0.236
H (-1.971, -0.715, -5.731)  0.295
H (3.652, -2.612, 5.379)  0.286
H (-2.431, 5.046, 2.088)  0.193
H (3.449, -4.173, 5.996)  0.322


CHF3O | ωB97M-V with the def2-TZVPD basis set

Molar mass, g/mol: 86.0
E_tot, eV: -11253.4044
Structure (SMILES): OC(F)(F)F
ΔE to the lowest compared entry with this formula, charge and spin, kcal per mole: 3.7
Frontier orbital gap, eV: 13.530
LUMO, eV: 0.47
HOMO level, eV: -13.06

Each line ends with the Mulliken charge.
Geometry (Å):
F (-0.783, 1.208, -0.534)  -0.229
F (-1.134, -0.930, -0.300)  -0.226
F (-0.363, 0.239, 1.222)  -0.237
O (0.949, -0.248, -0.568)  -0.472
C (-0.276, 0.057, -0.049)  0.797
H (1.608, -0.327, 0.228)  0.366


C6H5BrNO | ωB97M-V with the def2-TZVPD basis set

Molar mass, g/mol: 187.0
Charge: -1
E_tot, eV: -79880.9885
ΔE to the lowest compared entry with this formula, charge and spin, kcal per mole: 18.0
Frontier orbital gap, eV: 7.743
LUMO, eV: 3.83
HOMO level, eV: -3.92

Each line ends with the Mulliken charge.
Geometry (Å):
Br (-3.173, 0.852, -0.290)  -0.602
O (-2.478, -2.026, 0.278)  -0.300
N (-2.474, -1.029, 0.937)  -0.001
C (1.782, 0.615, -0.510)  -0.473
C (1.170, -0.609, -0.962)  -0.498
C (-0.056, -1.016, -0.433)  0.058
C (-0.627, -0.342, 0.642)  0.032
C (1.126, 1.314, 0.475)  -0.195
C (-0.041, 0.809, 1.089)  -0.486
H (1.697, 2.217, 0.726)  0.289
H (2.793, 0.692, -0.863)  0.340
H (-0.658, -1.820, -0.977)  0.229
H (1.614, -1.054, -1.852)  0.308
H (-0.676, 1.396, 1.740)  0.299


C5H8S | ωB97M-V with the def2-TZVPD basis set

Molar mass, g/mol: 100.2
E_tot, eV: -16142.6122
Structure (SMILES): C=[S@H]1=CCC=C1
ΔE to the lowest compared entry with this formula, charge and spin, kcal per mole: 162.0
Frontier orbital gap, eV: 7.861
LUMO, eV: 0.36
HOMO level, eV: -7.50

Each line ends with the Mulliken charge.
Geometry (Å):
S (0.891, -0.107, 0.372)  0.229
C (-0.242, -1.398, -0.091)  -0.384
C (-1.508, 0.791, -0.017)  -0.536
C (-1.428, -0.806, -0.160)  -0.392
C (2.326, 0.104, -0.480)  -0.934
C (-0.034, 1.190, -0.116)  -0.564
H (-0.177, -2.433, -0.079)  0.486
H (-1.897, 0.802, 0.965)  0.306
H (-0.097, 2.087, 0.578)  0.155
H (1.353, -0.793, 1.655)  0.126
H (-2.113, 1.272, -0.809)  0.369
H (1.943, 0.753, -1.240)  0.402
H (3.294, -0.178, -0.141)  0.319
H (-2.311, -1.284, -0.437)  0.419